# 1
Molecular formula: C20H41ClO12P2
Method: DFT, ωB97M-V/def2-TZVPD

Structure (XYZ):
```
76
Properties=species:S:1:pos:R:3:lowdin_charge:R:1
C 1.904 -3.669 -0.048 -0.099
C 2.403 -3.130 1.384 -0.112
C 1.331 -2.038 1.863 -0.386
O 1.151 -1.865 3.075 0.087
O 0.636 -1.303 0.838 -0.067
C -0.776 -1.507 1.113 -0.166
C -1.677 -1.601 -0.211 -0.184
O -3.074 -1.254 0.005 -0.223
P -3.949 -2.509 0.747 0.585
O -5.344 -1.920 1.044 -0.319
O -3.322 -2.943 2.281 -0.200
O -4.212 -3.861 -0.260 -0.453
P -3.327 -5.259 0.210 0.618
O -1.713 -4.780 0.608 -0.386
Cl -4.110 -6.050 2.034 0.180
H 0.755 -3.684 -0.060 0.057
H 2.326 -4.698 -0.289 0.078
H 2.213 -2.872 -0.814 0.084
H 3.416 -2.610 1.351 0.121
H 2.500 -4.003 2.102 0.120
H -0.865 -2.534 1.627 0.111
H -1.219 -0.753 1.860 0.147
H -1.232 -0.834 -0.945 0.149
H -1.619 -2.605 -0.742 0.109
H -3.420 -2.118 2.821 0.104
H -1.128 -5.315 0.019 0.054
C 3.252 2.497 1.489 -0.022
C 3.496 1.602 0.304 -0.496
O 3.969 0.489 0.439 0.045
C 3.130 2.137 -1.055 -0.012
H 3.562 1.982 2.401 0.083
H 3.837 3.414 1.389 0.085
H 2.189 2.734 1.564 0.088
H 3.710 3.038 -1.269 0.091
H 2.061 2.357 -1.093 0.092
H 3.359 1.386 -1.814 0.067
C 4.827 -1.971 -4.032 -0.017
C 5.236 -0.635 -3.471 -0.492
O 4.939 0.403 -4.031 0.045
C 6.025 -0.635 -2.190 -0.023
H 4.265 -1.819 -4.956 0.082
H 5.715 -2.567 -4.257 0.086
H 4.191 -2.496 -3.317 0.080
H 6.966 -1.171 -2.331 0.086
H 5.439 -1.100 -1.394 0.078
H 6.248 0.395 -1.904 0.085
C -4.185 1.304 1.309 -0.036
C -4.534 2.747 1.066 -0.505
O -3.672 3.604 0.989 0.051
C -5.993 3.091 0.920 -0.024
H -3.101 1.204 1.394 0.076
H -4.641 0.963 2.241 0.084
H -4.528 0.692 0.474 0.071
H -6.530 2.829 1.834 0.083
H -6.417 2.558 0.067 0.087
H -6.096 4.165 0.749 0.081
C 0.075 1.732 -6.429 -0.029
C 0.976 1.519 -5.240 -0.503
O 0.533 1.140 -4.172 0.053
C 2.444 1.795 -5.425 -0.024
H -0.954 1.495 -6.150 0.081
H 0.121 2.775 -6.748 0.085
H 0.377 1.073 -7.246 0.084
H 2.595 2.841 -5.699 0.089
H 2.851 1.139 -6.197 0.089
H 2.969 1.600 -4.489 0.050
C -3.744 3.036 5.008 -0.016
C -2.647 2.015 5.150 -0.498
O -2.669 0.973 4.524 0.051
C -1.521 2.333 6.097 -0.023
H -4.486 2.674 4.294 0.071
H -4.233 3.193 5.972 0.087
H -3.331 3.976 4.637 0.092
H -1.911 2.459 7.110 0.085
H -1.009 3.242 5.774 0.087
H -0.805 1.510 6.098 0.084
```

## Properties
Strongest force on any atom   7.2 eV/A
Highest occupied orbital energy   -9.203 eV
HOMO-LUMO gap   9.32 eV
Charge   0



# 2
Molecular formula: C9H14N4O3S
Method: DFT, ωB97M-V/def2-TZVPD

Structure (XYZ):
```
31
Properties=species:S:1:pos:R:3:lowdin_charge:R:1
C -0.100 -1.094 1.410 -0.312
C 0.304 -1.150 0.042 -0.365
C 0.158 0.328 2.022 -0.126
C -0.886 1.255 1.842 -0.349
C -1.133 2.455 2.607 -0.037
C -2.573 2.404 0.977 -0.168
C 0.085 -0.535 -2.389 -0.277
C 0.071 -1.889 -3.133 -0.383
C 1.558 -0.193 -2.383 -0.437
H 0.953 -2.987 1.950 0.176
H 1.735 -1.383 2.144 0.119
H -1.064 -1.447 1.739 0.153
H 1.040 0.709 1.468 0.140
H 0.203 -0.229 3.172 0.200
H -0.436 2.754 3.498 0.147
H -3.533 2.492 0.326 0.147
H -2.624 3.815 2.641 0.111
H -1.182 -0.095 -0.758 0.107
H -0.593 0.243 -2.928 0.192
H 2.122 -0.837 -1.821 0.032
H 1.665 -0.469 -3.545 0.133
H 3.427 1.432 -2.459 -0.087
H 1.073 -2.401 -1.580 0.057
N 0.764 -1.889 2.423 -0.033
N -1.868 1.229 0.903 0.072
N -2.311 3.068 2.130 0.064
N -0.321 -0.544 -0.985 0.139
O 1.267 -1.844 -0.410 -0.020
O -0.145 -2.016 -4.438 -0.008
O 0.340 -2.904 -2.244 0.028
S 2.005 1.721 -2.220 0.584
```

## Properties
Strongest force on any atom   7.5 eV/A
Highest occupied orbital energy   -8.965 eV
HOMO-LUMO gap   9.35 eV
Charge   0